Entry 1:
ORCA calculation (ωB97M-V/def2-TZVPD) on a cluster of 2 separate species, C9H13FNO2 in total.

Its frontier orbital gap is 8.0001 eV. For the lowest unoccupied orbital energy, the calculation gives -0.187 Ha. Its net charge is +1. The value obtained for the energy above the lowest of the compared OMol25 structures with the same formula, charge and spin is 2.6 kJ/mol.

XYZ file:
```
26
C9H13FNO2 ωB97M-V/def2-TZVPD
F 4.15 -2.51 -2.21
C 3.11 -1.71 -2.13
C 3.29 -0.34 -2.01
C 2.16 0.45 -1.94
C 0.91 -0.13 -1.98
N 0.77 -1.46 -2.09
C 1.85 -2.26 -2.17
H 4.28 0.08 -1.99
H 2.25 1.52 -1.84
H 0.02 0.48 -1.91
H -0.15 -1.87 -2.12
H 1.72 -3.33 -2.27
O -0.74 2.74 0.06
C -1.04 1.80 0.74
O -2.31 1.37 0.73
C -2.75 0.17 1.38
C -3.08 0.40 2.84
C -0.03 1.12 1.63
H -2.01 -0.63 1.25
H -3.64 -0.13 0.84
H -2.21 0.72 3.41
H -3.47 -0.52 3.29
H -3.84 1.18 2.93
H 0.04 1.64 2.58
H 0.94 1.17 1.13
H -0.24 0.07 1.82
```



Entry 2:
ORCA calculation (ωB97M-V/def2-TZVPD) on a cluster of 2 separate species, C3H10N3S in total at a distorted geometry.

Its frontier orbital gap (spin up / spin down) is 9.0396 / 9.0388 eV. For the lowest unoccupied orbital energy (spin up / spin down), the calculation gives -0.184 / -0.184 Ha. Its net charge is +1. The value obtained for the energy above the lowest of the compared OMol25 structures with the same formula, charge and spin is 222.6 kJ/mol.

XYZ file:
```
17
C3H10N3S ωB97M-V/def2-TZVPD
C 0.41 -1.24 -0.52
C 0.69 1.91 0.38
C -0.90 -0.36 1.19
N 0.44 -1.28 -1.81
N 1.24 -1.59 0.41
N -0.88 -0.77 -0.05
S -2.29 0.32 1.79
H 0.36 2.57 -0.41
H 0.87 1.03 -0.13
H -0.08 1.88 1.10
H 0.00 -0.38 1.67
H 1.37 -1.16 -2.24
H -0.29 -1.06 -2.41
H 2.16 -1.79 0.15
H 1.43 2.35 1.00
H -1.64 -0.58 -0.69
H -2.90 0.16 0.59
```



Entry 3:
ORCA calculation (ωB97M-V/def2-TZVPD) on a cluster of 2 separate species, C5H8O in total at a distorted geometry.

Its frontier orbital gap is 10.2111 eV. For the lowest unoccupied orbital energy, the calculation gives 0.036 Ha. The structure (SMILES) is C=C=O.C=CC. The value obtained for the energy above the lowest of the compared OMol25 structures with the same formula, charge and spin is 175.8 kJ/mol.

XYZ file:
```
14
C5H8O ωB97M-V/def2-TZVPD
C 1.41 1.78 -0.25
C 0.33 2.01 -0.97
O -0.61 2.24 -1.63
H 1.34 1.09 0.58
H 2.33 2.29 -0.49
C -1.52 -0.13 0.67
C -0.78 -0.87 -0.15
C 0.31 -1.81 0.28
H -1.38 -0.17 1.75
H -2.29 0.54 0.30
H -0.95 -0.80 -1.23
H 0.09 -2.84 -0.02
H 1.27 -1.54 -0.19
H 0.44 -1.79 1.37
```



Entry 4:
ORCA calculation (ωB97M-V/def2-TZVPD) on a cluster of 9 separate species, C16H15Cl33FNO4S in total at a distorted geometry.

Its frontier orbital gap is 10.3705 eV. For the lowest unoccupied orbital energy, the calculation gives -0.007 Ha. The structure (SMILES) is CC[C@@H](Cl)N(CCCOC(C)=O)S(=O)(=O)F.ClC(Cl)(Cl)Cl.ClC(Cl)(Cl)Cl.ClC(Cl)(Cl)Cl.ClC(Cl)(Cl)Cl.ClC(Cl)(Cl)Cl.ClC(Cl)(Cl)Cl.ClC(Cl)(Cl)Cl.ClC(Cl)(Cl)Cl.

XYZ file:
```
71
C16H15Cl33FNO4S ωB97M-V/def2-TZVPD
C 1.71 -1.05 -2.65
C 1.16 -0.12 -3.83
C 0.84 1.39 -3.43
Cl -0.07 2.09 -4.91
N 0.02 1.65 -2.25
C 0.67 1.69 -0.93
C 2.08 2.43 -0.79
C 2.15 4.01 -1.05
O 2.71 4.32 -2.38
C 3.38 5.59 -2.37
C 4.66 5.87 -3.30
O 3.02 6.54 -1.64
S -1.53 0.99 -2.21
O -1.93 0.05 -3.29
O -1.69 0.25 -0.89
F -2.64 2.25 -2.14
H 1.63 -2.14 -3.00
H 1.13 -0.99 -1.67
H 2.84 -0.85 -2.55
H 1.98 -0.08 -4.63
H 0.29 -0.67 -4.34
H 1.85 1.96 -3.48
H 0.80 0.66 -0.42
H -0.05 2.25 -0.23
H 2.84 1.92 -1.49
H 2.43 2.26 0.28
H 1.16 4.57 -0.92
H 2.88 4.42 -0.26
H 4.38 6.55 -4.19
H 5.48 6.42 -2.72
H 5.12 4.91 -3.70
Cl -5.22 1.57 0.02
C -4.55 0.50 1.27
Cl -5.77 0.23 2.53
Cl -4.10 -1.05 0.54
Cl -3.12 1.26 1.99
Cl -0.03 -0.04 5.95
C -1.08 1.36 5.64
Cl -0.31 2.43 4.45
Cl -2.64 0.79 5.01
Cl -1.35 2.25 7.16
Cl -0.15 -2.82 -1.01
C 0.75 -4.34 -0.85
Cl 0.17 -5.51 -2.06
Cl 2.48 -4.03 -1.12
Cl 0.51 -5.00 0.78
Cl -3.70 0.22 -8.56
C -2.15 -0.03 -7.74
Cl -1.06 1.33 -8.09
Cl -2.41 -0.14 -5.98
Cl -1.41 -1.54 -8.32
Cl 0.39 -8.18 3.31
C -0.82 -8.87 2.21
Cl -0.90 -7.89 0.74
Cl -0.35 -10.53 1.79
Cl -2.41 -8.89 3.01
Cl -0.59 6.07 -5.63
C -0.70 6.11 -3.86
Cl 0.93 6.00 -3.16
Cl -1.46 7.63 -3.34
Cl -1.68 4.75 -3.29
Cl -0.01 0.62 9.97
C -1.31 -0.57 10.21
Cl -0.60 -2.12 10.69
Cl -2.41 0.00 11.49
Cl -2.22 -0.77 8.70
Cl 1.32 -6.83 7.16
C -0.01 -7.99 7.39
Cl 0.66 -9.56 7.91
Cl -1.12 -7.38 8.64
Cl -0.88 -8.20 5.86
```



Entry 5:
ORCA calculation (ωB97M-V/def2-TZVPD) on a cluster of 2 separate species, CH6N2O2S in total at a distorted geometry.

Its frontier orbital gap is 9.1163 eV. For the lowest unoccupied orbital energy, the calculation gives 0.022 Ha. The value obtained for the energy above the lowest of the compared OMol25 structures with the same formula, charge and spin is 195.7 kJ/mol.

XYZ file:
```
12
CH6N2O2S ωB97M-V/def2-TZVPD
C -0.21 -0.19 0.60
N -1.16 1.71 0.24
N -0.69 -1.10 -0.26
O 1.33 0.26 -1.35
O 2.37 -0.60 0.74
S 1.35 0.57 0.07
H -0.46 -0.24 1.65
H -1.03 1.77 -0.76
H -2.12 1.42 0.40
H 2.58 -1.27 0.09
H -0.30 -0.97 -1.19
H -1.66 -1.37 -0.23
```



Entry 6:
ORCA calculation (ωB97M-V/def2-TZVPD) on a structure of composition C14H18F3IN6O7Ti.

As for the multiplicity: 2. Its frontier orbital gap (spin up / spin down) is 7.6029 / 7.6441 eV. For the lowest unoccupied orbital energy (spin up / spin down), the calculation gives -0.132 / -0.131 Ha. Its net charge is +1. As for the expectation value of S²: 0.75. The value obtained for the energy above the lowest of the compared OMol25 structures with the same formula, charge and spin is 33.8 kJ/mol.

XYZ file:
```
50
C14H18F3IN6O7Ti ωB97M-V/def2-TZVPD
Ti 0.52 -0.64 -0.50
N 0.53 2.36 -1.48
N 1.33 2.31 -2.62
C 1.81 1.15 -3.08
N 2.47 1.12 -4.22
N 1.59 0.08 -2.29
N 2.15 -1.11 -2.53
O 1.79 -1.93 -1.64
O 2.86 -1.39 -3.45
H -0.38 2.74 -1.72
H 0.97 2.96 -0.79
H 1.35 3.11 -3.24
H 2.55 1.95 -4.79
H 2.86 0.25 -4.55
F -2.97 2.26 -2.83
C -2.82 1.17 -2.08
F -3.88 0.37 -2.27
F -2.81 1.56 -0.80
C -1.51 0.42 -2.45
O -0.99 0.64 -3.52
O -1.14 -0.40 -1.52
C -3.78 -3.40 0.46
N -2.44 -3.11 -0.04
C -2.19 -3.50 -1.43
C -1.49 -2.55 0.69
C -1.75 -2.23 2.13
O -0.36 -2.31 0.19
H -4.49 -3.20 -0.34
H -4.03 -2.76 1.30
H -3.86 -4.45 0.75
H -2.60 -4.49 -1.58
H -1.12 -3.51 -1.62
H -2.67 -2.80 -2.11
H -2.22 -3.05 2.66
H -2.39 -1.35 2.21
H -0.80 -1.99 2.60
I 3.41 3.84 6.44
C 2.73 2.78 4.78
C 3.65 2.34 3.83
C 3.20 1.64 2.73
C 1.84 1.37 2.59
C 0.93 1.80 3.55
C 1.37 2.51 4.65
C 1.36 0.61 1.42
O 0.13 0.28 1.29
O 2.15 0.26 0.48
H 4.70 2.55 3.95
H 3.89 1.28 1.98
H -0.12 1.58 3.42
H 0.68 2.85 5.40
```



Entry 7:
ORCA calculation (ωB97M-V/def2-TZVPD) on a cluster of 16 separate species, H33O16 in total at a distorted geometry.

Its frontier orbital gap is 9.9263 eV. For the lowest unoccupied orbital energy, the calculation gives -0.098 Ha. Its net charge is +1. The value obtained for the energy above the lowest of the compared OMol25 structures with the same formula, charge and spin is 537.9 kJ/mol.

XYZ file:
```
49
H33O16 ωB97M-V/def2-TZVPD
O 0.84 3.40 1.87
H 1.54 3.47 1.19
H 0.23 4.07 1.63
O -2.87 2.92 0.66
H -2.76 1.98 0.44
H -3.75 3.02 0.35
O 0.34 -4.48 -1.19
H 0.34 -5.22 -1.81
H 1.11 -4.77 -0.70
O 0.02 -2.32 -2.12
H 0.40 -2.73 -1.32
H 1.06 0.11 1.81
O 2.82 -0.49 -4.44
H 3.11 -1.34 -4.82
H 3.27 0.22 -4.71
O 2.50 -0.94 -1.36
H 2.67 -1.12 -2.25
H 3.31 -0.38 -1.08
O 2.96 3.54 2.79
H 3.71 4.25 2.76
H 2.93 3.44 3.77
O -2.66 -0.27 1.53
H 0.64 -2.51 -2.83
H -3.56 -0.13 1.21
O 1.31 -2.80 3.26
H -1.43 2.21 3.22
O 2.77 1.45 0.28
H 3.39 1.30 1.02
H 1.93 1.53 0.64
O -2.15 0.92 -3.94
H -2.57 1.78 -4.25
H -1.93 1.15 -3.14
O 0.16 0.13 -1.47
H 0.99 0.44 -1.95
H 0.19 -0.93 -1.65
O 0.59 0.55 1.12
H -0.30 0.77 1.36
H 0.35 0.26 -0.50
O -1.28 1.26 3.43
H -1.88 0.84 2.82
H 2.16 -2.78 3.35
O -3.13 -2.85 0.55
H -2.57 -3.22 -0.06
H -3.65 -3.45 0.96
O -3.08 0.30 -0.97
H -2.87 -0.37 -0.37
H -3.50 1.02 -0.55
H -2.66 -1.19 1.65
H 0.91 -2.04 3.83
```



Entry 8:
ORCA calculation (ωB97M-V/def2-TZVPD) on a structure of composition C26H20BrIrN3O4.

As for the multiplicity: 5. Its frontier orbital gap (spin up / spin down) is 6.4653 / 5.9041 eV. For the lowest unoccupied orbital energy (spin up / spin down), the calculation gives -0.128 / -0.194 Ha. Its net charge is +1. As for the expectation value of S²: 6.04. The value obtained for the energy above the lowest of the compared OMol25 structures with the same formula, charge and spin is 0.0 kJ/mol.

XYZ file:
```
55
C26H20BrIrN3O4 ωB97M-V/def2-TZVPD
Ir -0.23 0.15 -0.93
O 2.70 1.98 0.71
C 3.67 1.05 0.94
C 4.86 1.50 1.50
C 5.88 0.61 1.78
C 5.73 -0.75 1.50
C 4.54 -1.19 0.94
C 3.50 -0.31 0.67
C 2.20 -0.86 0.16
O 1.67 -0.18 -0.96
N 1.20 -0.87 1.25
N -0.06 -0.73 0.85
C -1.11 -0.74 1.77
C -2.39 -0.73 1.36
Br -2.70 -0.59 -0.57
C -3.60 -0.79 2.11
C -3.77 -1.43 3.37
C -4.91 -1.09 4.13
C -5.12 -1.66 5.37
C -4.22 -2.60 5.87
C -3.11 -2.97 5.12
C -2.88 -2.39 3.89
H 2.06 1.64 0.08
H 4.97 2.56 1.70
H 6.80 0.97 2.21
H 6.53 -1.44 1.70
H 4.41 -2.24 0.71
H 2.35 -1.91 -0.14
H 1.46 -0.65 2.21
H -0.88 -0.74 2.83
H -4.45 -0.26 1.70
H -5.61 -0.37 3.74
H -5.99 -1.38 5.95
H -4.39 -3.05 6.84
H -2.43 -3.72 5.50
H -2.04 -2.73 3.30
O -0.96 4.13 -0.72
C -0.76 2.98 -1.00
O -0.70 1.99 -0.13
C -0.57 2.56 -2.45
C -0.66 3.49 -3.48
C -0.49 3.06 -4.77
C -0.23 1.70 -5.03
C -0.05 1.20 -6.34
C 0.21 -0.13 -6.54
C 0.31 -1.01 -5.44
C 0.14 -0.56 -4.16
C -0.14 0.81 -3.94
N -0.32 1.27 -2.67
H -0.86 4.52 -3.22
H -0.56 3.75 -5.60
H -0.12 1.88 -7.18
H 0.35 -0.51 -7.54
H 0.52 -2.06 -5.62
H 0.23 -1.23 -3.32
```



Entry 9:
ORCA calculation (ωB97M-V/def2-TZVPD) on the ion C8H15N2 with charge +1 at a distorted geometry.

Its frontier orbital gap is 8.3914 eV. For the lowest unoccupied orbital energy, the calculation gives -0.125 Ha. Its net charge is +1. The structure (SMILES) is C=C(C)N1[C@@H]2C[NH2+]C[C@H]1C2. The value obtained for the energy above the lowest of the compared OMol25 structures with the same formula, charge and spin is 326.0 kJ/mol.

XYZ file:
```
25
C8H15N2 ωB97M-V/def2-TZVPD
C 1.64 1.71 -0.68
C 1.28 0.55 -1.23
C 2.08 -0.32 -2.06
N -0.21 0.21 -0.94
C -1.02 1.03 0.01
C -0.52 0.99 1.42
N -0.60 -0.47 1.94
C -0.40 -1.47 0.87
C -0.94 -0.97 -0.57
C -2.19 -0.04 -0.30
H 0.94 2.18 0.04
H 2.49 2.33 -0.97
H 1.68 -1.31 -1.82
H 3.10 -0.16 -1.84
H 2.06 -0.14 -3.17
H -1.27 2.08 -0.35
H 0.47 1.42 1.67
H -1.20 1.64 2.00
H -1.55 -0.67 2.35
H -0.01 -0.65 2.72
H -1.21 -2.23 1.00
H 0.61 -1.84 0.82
H -1.20 -1.79 -1.11
H -2.88 0.02 -1.09
H -2.76 -0.21 0.69
```



Entry 10:
ORCA calculation (ωB97M-V/def2-TZVPD) on a structure of composition C4H6O2 at a distorted geometry.

Its frontier orbital gap is 8.7739 eV. For the lowest unoccupied orbital energy, the calculation gives -0.022 Ha. The value obtained for the energy above the lowest of the compared OMol25 structures with the same formula, charge and spin is 528.7 kJ/mol.

XYZ file:
```
12
C4H6O2 ωB97M-V/def2-TZVPD
O 2.07 -0.63 0.07
C 0.90 -0.44 -0.29
C -0.41 -0.73 0.33
C -1.20 0.32 -0.39
C 0.15 0.74 -1.07
O 0.46 1.65 -1.76
H 1.36 0.30 1.73
H 0.32 -1.44 -0.95
H -0.70 -1.39 1.13
H 0.65 0.47 1.96
H -1.54 1.15 0.23
H -2.06 0.00 -0.99
```



Entry 11:
ORCA calculation (ωB97M-V/def2-TZVPD) on a structure of composition C2H8N5O at a distorted geometry.

Its frontier orbital gap (spin up / spin down) is 8.7259 / 8.7277 eV. For the lowest unoccupied orbital energy (spin up / spin down), the calculation gives -0.178 / -0.178 Ha. Its net charge is +1. The value obtained for the energy above the lowest of the compared OMol25 structures with the same formula, charge and spin is 510.2 kJ/mol.

XYZ file:
```
16
C2H8N5O ωB97M-V/def2-TZVPD
C 0.48 0.08 0.11
C -1.59 1.63 -0.56
N 1.12 0.73 1.04
N -2.22 -0.46 0.39
N 0.79 -1.02 -0.45
N -1.36 0.34 -0.06
N 2.03 -1.70 -0.20
O -1.95 -1.55 0.80
H -1.28 1.62 -1.68
H -2.60 1.92 -0.35
H -0.86 2.26 -0.02
H 0.86 1.61 1.31
H 0.24 -1.44 -1.04
H 1.87 -2.56 0.34
H 1.94 0.32 1.47
H 2.51 -1.79 -1.11
```



Entry 12:
ORCA calculation (ωB97M-V/def2-TZVPD) on a cluster of 3 separate species, C37H64N3O4PS in total at a distorted geometry.

As for the multiplicity: 3. Its frontier orbital gap is 6.7482 eV. For the lowest unoccupied orbital energy, the calculation gives -0.061 Ha. As for the expectation value of S²: 2.01.

XYZ file:
```
110
C37H64N3O4PS ωB97M-V/def2-TZVPD
C 4.99 2.49 2.27
C 4.65 1.34 1.15
C 5.93 1.22 0.13
C 5.73 1.92 -1.33
C 5.85 3.57 -1.33
C 4.58 4.34 -0.62
C 4.02 5.64 -1.43
C 3.76 6.97 -0.50
C 2.14 7.27 -0.21
C 1.70 6.87 1.32
C 0.12 6.47 1.51
C -0.36 5.13 0.71
C -1.95 4.62 0.68
C -2.46 3.27 -0.16
P -4.29 2.65 -0.18
S -4.94 2.63 -2.06
C -1.34 2.40 -0.99
C 0.23 2.86 -0.99
C 0.70 4.18 -0.14
C 1.04 1.80 -1.93
O 2.25 1.99 -2.47
N 0.05 0.66 -2.03
C -1.44 1.04 -1.89
O -2.47 0.39 -2.44
H 5.04 2.02 3.35
H 6.04 2.99 2.01
H 4.20 3.36 2.19
H 4.53 0.31 1.75
H 3.66 1.52 0.55
H 6.96 1.56 0.64
H 6.08 0.05 -0.08
H 4.74 1.53 -1.83
H 6.63 1.54 -2.02
H 6.83 3.85 -0.75
H 5.88 3.89 -2.48
H 3.77 3.52 -0.39
H 4.98 4.73 0.43
H 2.99 5.32 -1.94
H 4.75 5.86 -2.34
H 4.17 7.90 -1.13
H 4.36 6.86 0.52
H 2.03 8.45 -0.32
H 1.44 6.79 -1.02
H 1.88 7.84 1.98
H 2.44 6.05 1.78
H -0.55 7.43 1.32
H -0.01 6.23 2.67
H -2.74 5.27 1.30
H -5.17 3.46 0.65
H -4.22 1.27 0.33
H 1.83 4.48 -0.12
H 0.18 0.38 -3.05
C 0.61 -3.23 -0.55
C 1.99 -2.81 -1.13
C 1.93 -2.87 -2.68
C 1.90 -4.31 -3.21
C 3.09 -5.10 -2.68
C 3.23 -5.05 -1.13
N 3.09 -3.67 -0.57
O 4.31 -3.00 -0.81
C 2.19 -5.99 -0.47
C 4.60 -5.73 -0.75
C 2.12 -1.32 -0.68
H -0.15 -2.48 -0.80
H 0.22 -4.16 -0.95
H 0.65 -3.30 0.54
H 2.79 -2.35 -3.12
H 1.04 -2.34 -3.04
H 0.96 -4.80 -2.94
H 1.94 -4.29 -4.30
H 3.00 -6.14 -3.01
H 4.00 -4.70 -3.14
H 2.17 -5.86 0.62
H 2.42 -7.04 -0.66
H 1.17 -5.85 -0.84
H 5.45 -5.26 -1.24
H 4.61 -6.78 -1.07
H 4.76 -5.72 0.33
H 2.17 -1.24 0.41
H 1.26 -0.73 -1.01
H 3.01 -0.82 -1.10
C -6.79 -3.36 -0.31
C -5.75 -2.52 0.49
C -4.71 -3.48 1.12
C -5.29 -4.27 2.30
C -5.88 -3.34 3.34
C -6.91 -2.32 2.76
N -6.43 -1.65 1.51
O -5.51 -0.66 1.90
C -8.26 -3.03 2.49
C -7.27 -1.31 3.90
C -5.05 -1.67 -0.63
H -6.32 -3.83 -1.18
H -7.22 -4.18 0.25
H -7.61 -2.73 -0.68
H -3.84 -2.92 1.47
H -4.34 -4.18 0.37
H -6.04 -4.98 1.95
H -4.49 -4.87 2.75
H -6.35 -3.94 4.13
H -5.06 -2.79 3.82
H -8.95 -2.37 1.95
H -8.76 -3.31 3.42
H -8.17 -3.96 1.93
H -6.40 -0.79 4.30
H -7.74 -1.82 4.75
H -7.99 -0.56 3.55
H -5.77 -0.98 -1.10
H -4.66 -2.32 -1.42
H -4.21 -1.09 -0.26
```